Entry 1:
DFT (ωB97M-V/def2-TZVPD) results for a molecular structure, C8H20BrCl8N2O3.

Element x y z (Å)
N 14.20 -13.74 -23.93
H 13.79 -13.17 -24.66
H 14.87 -13.16 -23.46
H 14.52 -14.67 -24.18
H 13.43 -13.88 -23.29
N 15.50 -11.31 -22.96
O 16.41 -10.89 -22.30
O 15.25 -12.52 -22.97
O 14.80 -10.57 -23.66
Br 13.39 -11.77 -25.50
Cl 13.62 -15.88 -19.49
C 12.02 -15.68 -19.99
C 11.85 -14.48 -20.95
Cl 12.66 -14.62 -22.55
H 11.43 -15.58 -19.07
H 11.71 -16.57 -20.53
H 12.15 -13.58 -20.42
H 10.82 -14.25 -21.21
Cl 19.21 -11.88 -25.15
C 18.17 -12.69 -23.96
C 17.25 -13.70 -24.66
Cl 15.87 -12.81 -25.39
H 17.61 -11.93 -23.42
H 18.80 -13.21 -23.23
H 16.99 -14.47 -23.94
H 17.75 -14.25 -25.46
Cl 13.10 -12.18 -22.70
C 11.45 -11.70 -23.11
C 10.66 -11.16 -21.88
Cl 10.55 -12.39 -20.59
H 10.96 -12.61 -23.44
H 11.56 -11.00 -23.94
H 9.60 -11.00 -22.09
H 11.10 -10.22 -21.55
Cl 16.73 -17.99 -24.08
C 15.93 -17.71 -22.48
C 15.94 -16.25 -22.05
Cl 15.13 -15.17 -23.23
H 16.39 -18.35 -21.73
H 14.88 -18.00 -22.61
H 16.91 -15.81 -21.81
H 15.35 -16.02 -21.16

Properties
- DFT total energy: -6906.76529 a.u.
- Energy above the lowest of the compared OMol25 structures with the same formula, charge and spin: 529.2 kcal/mol
- Net charge: -1
- E_LUMO: 2.3 eV
- Gap between HOMO and LUMO: 0.234 Ha

Entry 2:
DFT (ωB97M-V/def2-TZVPD) results for 11 unconnected molecules or ions with the total composition C32H64Br20NO.

Element x y z (Å)
C 3.78 3.11 2.05
O 3.64 3.40 0.67
C 2.69 2.52 0.08
C 3.34 1.32 -0.57
C 2.28 0.26 -0.92
C 2.23 -0.92 0.05
C 1.21 -0.78 1.19
C -0.20 -0.43 0.71
C -0.67 0.89 1.30
C -2.18 1.07 1.13
C -2.42 2.54 1.27
N -2.59 3.11 0.16
C -2.45 2.19 -0.98
C -2.78 0.89 -0.28
H 2.89 3.42 2.60
H 3.94 2.04 2.17
H 4.64 3.63 2.44
H 2.02 3.04 -0.60
H 2.07 2.12 0.89
H 3.82 1.66 -1.48
H 4.10 0.93 0.11
H 1.32 0.74 -1.08
H 2.57 -0.15 -1.89
H 1.99 -1.83 -0.50
H 3.22 -1.01 0.50
H 1.16 -1.73 1.72
H 1.56 -0.05 1.91
H -0.23 -0.35 -0.37
H -0.89 -1.22 0.98
H -0.14 1.73 0.87
H -0.46 0.89 2.37
H -2.78 0.51 1.83
H -2.40 2.97 2.26
H -2.77 4.11 0.08
H -1.38 2.17 -1.21
H -2.99 2.45 -1.87
H -2.65 -0.03 -0.82
H -3.86 0.95 -0.10
Br -5.33 3.88 2.77
C -6.40 2.54 3.71
C -5.60 1.89 4.80
Br -4.32 0.63 4.05
H -6.76 1.84 2.96
H -7.25 3.09 4.12
H -6.24 1.31 5.46
H -5.02 2.60 5.39
Br -9.31 3.57 0.52
C -7.70 3.91 -0.53
C -7.47 2.87 -1.59
Br -6.74 1.23 -0.82
H -6.88 3.98 0.17
H -7.87 4.89 -0.99
H -6.71 3.22 -2.29
H -8.37 2.60 -2.13
Br -0.13 -0.50 -3.51
C 1.25 -0.34 -4.87
C 1.02 -1.29 -6.01
Br 1.47 -3.12 -5.53
H 2.20 -0.52 -4.37
H 1.21 0.69 -5.21
H 1.66 -1.04 -6.85
H -0.02 -1.30 -6.34
Br 3.17 0.13 4.27
C 3.41 -1.79 4.07
C 4.86 -2.18 4.17
Br 5.81 -1.75 2.53
H 2.97 -2.07 3.12
H 2.83 -2.24 4.88
H 4.96 -3.26 4.29
H 5.38 -1.68 4.99
Br -4.04 4.59 -3.76
C -4.87 3.38 -5.05
C -5.93 4.08 -5.85
Br -7.55 4.36 -4.81
H -5.27 2.54 -4.47
H -4.06 3.04 -5.69
H -6.22 3.47 -6.70
H -5.61 5.05 -6.21
Br -1.08 -2.87 4.03
C -2.73 -2.71 3.01
C -3.01 -3.96 2.22
Br -1.85 -4.06 0.66
H -2.63 -1.83 2.38
H -3.51 -2.54 3.75
H -4.03 -3.95 1.83
H -2.86 -4.86 2.79
Br 2.95 -4.58 2.17
C 1.55 -5.91 2.45
C 1.70 -7.06 1.50
Br 1.09 -6.62 -0.29
H 0.60 -5.39 2.36
H 1.68 -6.24 3.48
H 1.08 -7.90 1.82
H 2.73 -7.40 1.41
Br 7.15 1.81 2.16
C 8.46 1.27 3.49
C 8.02 1.65 4.88
Br 8.23 3.55 5.22
H 9.40 1.73 3.21
H 8.54 0.19 3.40
H 8.64 1.15 5.63
H 6.97 1.42 5.06
Br 4.39 -8.75 -0.60
C 5.94 -8.37 0.50
C 6.04 -9.31 1.67
Br 4.76 -8.87 3.07
H 5.86 -7.33 0.81
H 6.80 -8.49 -0.15
H 7.02 -9.23 2.14
H 5.86 -10.34 1.40
Br -2.28 2.70 -7.37
C -1.99 4.03 -8.76
C -1.55 5.35 -8.19
Br -3.04 6.31 -7.37
H -2.92 4.10 -9.32
H -1.21 3.62 -9.40
H -1.19 6.00 -8.98
H -0.79 5.24 -7.42

Properties
- DFT total energy: -52867.75275 a.u.
- Net charge: +1
- E_LUMO: -3.0 eV
- Gap between HOMO and LUMO: 0.295 Ha

Entry 3:
DFT (ωB97M-V/def2-TZVPD) results for a single C15H21FN2O2 molecule.

Element x y z (Å)
C 4.42 1.64 0.62
C 2.95 1.25 0.58
C 2.57 0.33 1.74
C 1.09 -0.04 1.72
C 0.72 -1.03 2.82
C 1.05 -2.49 2.48
C -0.08 -3.22 1.74
C -0.37 -2.60 0.40
O 0.26 -2.81 -0.62
N -1.44 -1.77 0.39
N -1.71 -1.02 -0.75
C -2.42 0.13 -0.64
O -2.91 0.46 0.43
C -2.59 0.90 -1.90
C -1.66 0.88 -2.93
C -1.87 1.64 -4.07
C -3.01 2.41 -4.16
C -3.94 2.47 -3.14
C -3.72 1.71 -2.00
H -4.41 1.73 -1.18
H -4.81 3.09 -3.24
F -3.22 3.14 -5.27
H -1.16 1.63 -4.88
H -0.75 0.30 -2.85
H -1.20 -1.33 -1.56
H -1.89 -1.38 1.21
H -0.99 -3.22 2.35
H 0.23 -4.25 1.57
H 1.25 -3.04 3.40
H 1.95 -2.53 1.86
H 1.25 -0.75 3.73
H -0.35 -0.95 3.05
H 0.85 -0.47 0.74
H 0.50 0.87 1.83
H 3.18 -0.58 1.68
H 2.81 0.82 2.69
H 2.73 0.74 -0.36
H 2.33 2.15 0.62
H 5.05 0.75 0.56
H 4.65 2.16 1.55
H 4.67 2.29 -0.21

Properties
- DFT total energy: -944.05353 a.u.
- Energy above the lowest of the compared OMol25 structures with the same formula, charge and spin: 0.0 kcal/mol
- SMILES string: CCCCCCCC(=O)NNC(=O)c1ccc(F)cc1
- E_LUMO: 0.6 eV
- Gap between HOMO and LUMO: 0.357 Ha

The highest E_LUMO belongs to which entry? C8H20BrCl8N2O3

E_LUMO of number 1 (C8H20BrCl8N2O3)? 2.3 eV